C67H172N8O22 | the ωB97M-V functional and the def2-TZVPD basis

ORCA input file:
```
! RIJCOSX wB97M-V def2-TZVPD def2/J DEFGRID3
* xyz 0 1
C -1.2881 2.3727 4.6835
C 0.2205 2.4343 4.6977
C 0.8553 2.3203 3.3474
O 0.5671 3.6154 5.2888
H -1.7810 2.5600 5.6375
H -1.6887 1.4236 4.3273
H -1.7142 3.0744 3.9664
H 0.5668 1.5874 5.2901
H 1.9249 2.5298 3.3346
H 0.3847 2.9692 2.6087
H 0.6277 1.3091 3.0101
H 1.4858 3.6230 5.5676
C 1.1214 4.8692 -5.7827
C 0.2008 4.1558 -6.8576
C 0.3985 2.6660 -6.8081
O -1.1724 4.3966 -6.7493
H 0.8404 4.3840 -4.8480
H 0.9267 5.9372 -5.6850
H 2.1807 4.7471 -6.0088
H 0.4710 4.4378 -7.8752
H -0.1915 2.2024 -7.5987
H 0.0617 2.2081 -5.8780
H 1.4335 2.3301 -6.8720
H -1.2831 5.2382 -6.3010
C 2.1063 -1.1786 5.0618
C 2.2926 -2.6236 4.4278
C 2.6774 -3.6476 5.4730
O 1.0998 -2.9938 3.7918
H 1.3348 -1.1853 5.8317
H 1.9003 -0.3647 4.3666
H 2.9761 -0.8329 5.6203
H 3.0860 -2.6585 3.6813
H 1.9783 -3.5436 6.3028
H 3.6834 -3.5490 5.8808
H 2.6477 -4.6764 5.1139
H 0.4488 -3.0813 4.4919
C -5.6588 -4.0892 1.3085
C -4.4935 -4.5906 2.1767
C -4.5940 -4.3881 3.6739
O -4.3673 -5.9421 1.8800
H -5.8630 -3.0310 1.4715
H -6.5842 -4.6602 1.3840
H -5.4136 -4.2834 0.2643
H -3.5874 -4.1306 1.7826
H -4.4764 -3.3301 3.9082
H -3.8156 -4.9161 4.2248
H -5.5955 -4.7124 3.9570
H -3.9752 -6.0531 1.0107
C -4.8981 -1.1212 -2.2534
C -4.4237 -2.1493 -3.2532
C -2.9442 -2.5284 -3.1455
O -5.1846 -3.3315 -3.2254
H -5.9458 -0.8212 -2.2692
H -4.4397 -0.1442 -2.4065
H -4.5381 -1.4238 -1.2700
H -4.4999 -1.7876 -4.2786
H -2.6978 -2.9609 -2.1758
H -2.3303 -1.6326 -3.2395
H -2.5748 -3.1536 -3.9584
H -6.0778 -3.0837 -3.4753
C -7.6312 1.6860 2.6893
C -7.4301 2.0870 1.2078
C -6.3258 1.3549 0.3778
O -8.7648 1.9487 0.6993
H -8.0769 0.6931 2.7504
H -8.3113 2.3360 3.2397
H -6.7226 1.6512 3.2904
H -7.1064 3.1273 1.2412
H -5.3227 1.6810 0.6529
H -6.4688 1.3843 -0.7023
H -6.4385 0.3059 0.6514
H -9.3880 2.4827 1.1973
C 2.9886 -4.4393 0.4893
C 3.3210 -2.9021 0.6447
C 3.7753 -2.1878 -0.6611
O 2.1679 -2.2925 1.1608
H 2.2608 -4.6700 -0.2887
H 2.5352 -4.8248 1.4026
H 3.8875 -5.0214 0.2863
H 4.0376 -2.8065 1.4605
H 4.7463 -2.5418 -1.0075
H 4.0166 -1.1375 -0.4976
H 3.0250 -2.3968 -1.4236
H 1.8521 -2.6821 1.9793
C -4.7517 1.1270 -5.4760
C -3.6299 2.1454 -5.4534
C -2.7346 1.9558 -4.2225
O -3.4969 2.0726 -3.0085
C -2.7288 2.2049 -1.8871
N -2.9376 2.1160 -6.7097
H -5.4883 1.2910 -4.6895
H -4.3204 0.1512 -5.2529
H -5.3121 1.0160 -6.4044
H -4.0595 3.1472 -5.4464
H -1.9329 2.6931 -4.2650
H -2.2484 0.9814 -4.2706
H -1.9462 1.4490 -1.8213
H -3.3665 2.3246 -1.0112
H -2.1109 3.0976 -1.9843
H -3.5967 2.3745 -7.4301
H -2.3186 2.9139 -6.6891
C 4.2550 1.0694 1.5852
O 5.2750 1.2803 2.4712
C 5.0118 0.6021 3.6632
C 6.0978 0.8664 4.6645
N 5.9127 2.1738 5.3585
C 7.0329 2.6095 6.1525
C 8.2411 3.0623 5.2361
O 9.3777 3.4402 5.9877
C 10.3800 4.1282 5.2196
H 4.4308 1.4551 0.5810
H 3.2846 1.3906 1.9636
H 4.0737 0.0113 1.3962
H 4.9195 -0.4490 3.3900
H 4.0658 0.8565 4.1412
H 7.0740 0.7408 4.1961
H 6.0677 0.0583 5.3954
H 5.6307 2.8566 4.6697
H 7.2855 1.8483 6.8905
H 6.7888 3.4371 6.8186
H 7.8671 3.8890 4.6321
H 8.4701 2.3360 4.4563
H 11.2603 4.4274 5.7885
H 9.9390 5.0190 4.7723
H 10.6323 3.5279 4.3455
C 1.3283 -2.7675 -11.0011
O 1.2520 -2.7955 -9.6336
C 0.2486 -3.6714 -9.1406
C -0.1083 -3.3098 -7.6933
N -0.6409 -1.9592 -7.6210
C -1.2580 -1.5316 -6.3796
C -0.2972 -1.6913 -5.1244
O -0.2061 -2.9924 -4.6081
C 0.3289 -3.0978 -3.3370
H 0.3887 -2.6210 -11.5338
H 1.8392 -3.6313 -11.4263
H 1.9898 -1.9746 -11.3500
H 0.6171 -4.6937 -9.2253
H -0.6823 -3.6051 -9.7038
H 0.8035 -3.3306 -7.0963
H -0.8625 -4.0211 -7.3567
H 0.2227 -1.4356 -7.6283
H -2.2119 -2.0485 -6.2743
H -1.5208 -0.4769 -6.4615
H -0.5838 -0.8989 -4.4329
H 0.7211 -1.4457 -5.4257
H 0.0888 -2.2798 -2.6578
H 1.4039 -2.9317 -3.4060
H 0.0393 -4.0130 -2.8207
C -1.6263 9.6486 -0.1244
O -0.8777 10.6293 0.6324
C -0.4513 10.2206 1.9524
C 0.5949 9.1258 1.9817
N 1.7295 9.2486 1.0061
C 2.4963 8.0014 0.9475
C 1.8390 6.6746 0.4632
O 1.6548 6.6647 -0.9970
C 0.7530 5.6434 -1.4385
H -1.0635 8.7411 -0.3427
H -1.9665 10.0603 -1.0746
H -2.4969 9.3880 0.4775
H -1.3499 9.9208 2.4918
H -0.0693 11.0369 2.5655
H 0.0064 8.2194 1.8401
H 0.9216 8.9813 3.0115
H 1.3242 9.3419 0.0857
H 2.9330 7.7954 1.9248
H 3.3954 8.1707 0.3550
H 0.8894 6.4411 0.9446
H 2.5099 5.8515 0.7091
H 0.9891 4.6371 -1.0926
H 0.6074 5.5852 -2.5171
H -0.2205 5.8949 -1.0177
C -1.2098 0.3558 7.7438
O -1.4678 -0.9321 7.2663
C -1.9549 -1.0068 5.9342
C -2.2963 -2.4661 5.6623
N -1.1728 -3.3967 5.9088
C -1.3945 -4.8490 5.7154
C -2.3192 -5.4317 6.7798
O -2.0717 -4.8750 8.0916
C -2.4106 -5.6556 9.1956
H -0.4915 0.9033 7.1335
H -0.9203 0.2756 8.7915
H -2.1568 0.8936 7.6980
H -1.1360 -0.6343 5.3186
H -2.8339 -0.3755 5.8041
H -2.6166 -2.4607 4.6205
H -3.1555 -2.7328 6.2779
H -0.9397 -3.3003 6.8868
H -0.4386 -5.3382 5.9026
H -1.7195 -5.0272 4.6903
H -2.1506 -6.5085 6.7824
H -3.3477 -5.3495 6.4284
H -3.4824 -5.5548 9.3665
H -1.9203 -5.1671 10.0376
H -2.0464 -6.6702 9.0347
C 7.1279 5.8833 -1.4332
O 6.3435 4.7754 -1.1491
C 5.0663 4.7676 -1.7461
C 5.0733 4.4678 -3.2631
N 4.9874 3.0000 -3.4165
C 5.3030 2.6314 -4.8195
C 5.0866 1.1206 -4.8155
O 5.9714 0.3944 -3.9745
C 5.5635 -0.9720 -3.6794
H 8.1517 5.5572 -1.2500
H 6.9652 6.7318 -0.7686
H 6.9491 6.1281 -2.4802
H 4.6190 5.7489 -1.5879
H 4.2995 4.2338 -1.1846
H 5.9644 4.8825 -3.7342
H 4.1996 4.9447 -3.7072
H 5.6034 2.5334 -2.7663
H 6.3377 2.8319 -5.0976
H 4.7392 2.9970 -5.6777
H 5.1028 0.6815 -5.8130
H 4.0791 0.9554 -4.4337
H 5.4690 -1.4569 -4.6510
H 4.5679 -1.0781 -3.2486
H 6.2724 -1.5686 -3.1052
C 0.4981 -7.1280 2.0312
O -0.1822 -6.7620 0.8444
C -1.0311 -5.6562 1.0920
C -1.7689 -5.4094 -0.2352
N -2.9275 -6.2809 -0.4025
C -3.7270 -5.9007 -1.5670
C -4.9081 -6.8295 -1.8602
O -4.4185 -8.1540 -2.1867
C -5.4938 -9.0785 -2.2796
H 0.8694 -6.2984 2.6329
H 1.3501 -7.7416 1.7385
H -0.1508 -7.6415 2.7406
H -0.4544 -4.8087 1.4625
H -1.7570 -5.7787 1.8959
H -1.0189 -5.4961 -1.0214
H -2.1145 -4.3761 -0.2679
H -2.5941 -7.2188 -0.5734
H -3.0633 -5.8925 -2.4316
H -4.0726 -4.8770 -1.4227
H -5.5419 -6.3286 -2.5919
H -5.5598 -6.9377 -0.9932
H -5.2305 -10.1177 -2.4765
H -6.2499 -8.7489 -2.9922
H -5.9674 -9.1793 -1.3031
C 1.5371 2.1093 -2.9139
O 1.2849 1.5316 -1.6337
C 0.7947 0.1962 -1.6045
C 0.3502 0.0013 -0.1750
N -0.2493 -1.3000 0.0980
C -0.7870 -1.4243 1.4503
C -2.1396 -0.6863 1.5207
O -2.7493 -0.8513 2.7703
C -4.0596 -0.4179 2.9094
H 0.5934 2.3408 -3.4077
H 2.0436 1.3818 -3.5481
H 1.9868 3.0968 -2.8099
H 1.5402 -0.5524 -1.8729
H -0.0212 0.1027 -2.3211
H -0.4126 0.7532 0.0271
H 1.1522 0.2753 0.5103
H 0.5716 -1.8871 0.1390
H -0.1598 -0.8907 2.1644
H -0.8402 -2.4691 1.7561
H -2.8063 -1.0761 0.7516
H -1.9615 0.3794 1.3768
H -4.7197 -0.9242 2.2051
H -4.1773 0.6654 2.8814
H -4.2901 -0.6257 3.9543
*
```

Output
**E_LUMO**: 0.285 eV
**E_HOMO**: -8.612 eV
**Electronic energy**: -129220.6996 eV
**HOMO-LUMO gap**: 8.9 eV

Löwdin population analysis, charges in e, atoms 1 to 8: -0.045, -0.554, -0.048, -0.018, 0.080, 0.059, 0.084, 0.111